Record 1
19
Properties=species:S:1:pos:R:3:forces:R:3:nbo_charge:R:1 method="wB97M-V/def2-TZVPD" spin_multiplicity=1 homo_lumo_gap_ev=8.40 de_lowest_kcal_mol=96.42
C -2.382243 -1.014025 -1.122329 -0.283 2.979 0.795 -0.616
C -1.035404 -0.272113 -1.170434 -0.676 0.493 3.055 -0.790
P -0.519387 0.021085 0.670021 0.205 -1.932 -1.513 1.329
O -1.090830 1.295403 1.067359 -0.635 1.555 0.609 -1.010
H -3.112973 -0.225040 -1.290289 -0.576 -0.195 0.627 0.221
H -2.553759 -1.656860 -1.902430 0.129 -1.729 -2.040 0.214
H -2.572968 -1.564961 -0.216384 -0.120 -0.027 0.579 0.201
H -0.999487 0.749070 -1.552451 -0.166 -0.459 -0.708 0.241
H -0.378615 -0.997175 -1.500776 2.133 -0.804 -1.279 0.215
C 3.018921 -1.362092 1.190728 2.129 2.529 3.785 -0.399
C 3.528661 -2.028003 2.237521 -0.917 -0.539 -1.623 -0.366
H 3.112794 -0.224008 1.220484 -0.256 -1.759 -0.661 0.202
H 2.506101 -1.910049 0.499685 -1.371 -0.856 -2.028 0.191
H 4.092882 -1.748170 3.067986 0.759 1.610 0.995 0.191
H 3.401471 -3.080067 2.326218 -0.330 -0.988 -0.474 0.177
N -1.126847 3.702440 -0.790150 -2.097 1.492 -1.040 -1.093
H -0.677018 3.479469 -1.666642 0.194 -0.392 0.282 0.354
H -1.059143 3.031482 -0.063170 0.368 -0.898 0.310 0.386
H -2.152155 3.803608 -1.004945 1.512 -0.081 0.329 0.353

Record 2
20
Properties=species:S:1:pos:R:3:forces:R:3:nbo_charge:R:1 method="wB97M-V/def2-TZVPD" spin_multiplicity=1 homo_lumo_gap_ev=9.28 de_lowest_kcal_mol=84.24
C -3.269566 -0.078547 -0.124283 -2.935 1.813 2.152 -0.266
O -1.986862 0.395765 0.110217 1.351 0.646 -0.319 -0.467
C -1.085896 -0.532348 0.113003 3.009 -2.865 0.278 0.426
C -1.074748 -1.945304 0.197967 0.094 1.947 0.289 -0.454
C 0.370739 -2.008602 0.196358 0.613 1.363 -0.861 0.552
O 1.168523 -2.900140 0.133725 0.349 -0.266 0.348 -0.557
C 0.490305 -0.450993 0.077199 -1.805 -0.625 -0.029 -0.165
C 1.406217 0.497810 -0.092877 -0.377 0.745 1.336 0.044
C 2.875469 0.293668 -0.000113 0.306 0.136 1.752 -0.641
C 1.029594 1.949249 -0.146750 -1.094 1.071 -0.293 -0.646
H -3.927178 0.802988 0.376324 1.011 -2.145 -1.713 0.202
H -3.443238 -0.958166 0.548474 -0.081 0.380 -1.132 0.198
H -3.424454 -0.195932 -1.215316 -0.251 -0.220 0.823 0.206
H -1.682523 -2.812508 0.346433 -0.861 0.132 -0.174 0.234
H 3.159333 -0.714877 0.290073 0.081 0.102 0.176 0.239
H 3.191085 0.459674 -0.958250 1.256 0.083 -2.852 0.219
H 3.470179 1.107983 0.537617 -1.222 -1.161 -0.033 0.217
H 1.395028 2.464652 0.754981 0.111 -0.189 -0.236 0.219
H 1.409623 2.542192 -1.024807 -0.132 -0.852 0.673 0.219
H -0.071630 2.083440 -0.119967 0.577 -0.096 -0.184 0.220

Record 3
7
Properties=species:S:1:pos:R:3:forces:R:3:nbo_charge:R:1 method="wB97M-V/def2-TZVPD" spin_multiplicity=1 homo_lumo_gap_ev="7.23 / 7.23" de_lowest_kcal_mol=81.83
C -0.634742 -0.457070 -0.627412 2.822 -1.368 -2.135 -0.031
N -0.878589 -0.087700 0.564345 1.260 0.985 1.867 -0.280
N 0.001879 0.128127 1.478389 -1.928 -1.387 1.392 0.236
O 1.111189 0.699330 1.216533 -0.016 0.625 -1.294 -0.324
S 1.524933 1.148377 -0.383730 -0.089 -0.304 -0.354 -0.051
H 0.249503 -1.220960 -0.858383 -2.271 1.678 0.445 0.234
H -1.374174 -0.210105 -1.389742 0.222 -0.230 0.078 0.216

Record 4
17
Properties=species:S:1:pos:R:3:forces:R:3:nbo_charge:R:1 method="wB97M-V/def2-TZVPD" spin_multiplicity=1 homo_lumo_gap_ev=9.31 de_lowest_kcal_mol=98.77
C -1.421081 -0.258156 0.608311 1.051 0.304 -0.563 0.366
C 0.038136 0.004569 0.068651 -1.291 1.366 2.923 0.070
C 2.006729 -1.003862 0.153462 -0.489 -2.554 -3.418 -0.240
C 0.185478 1.345732 -0.633765 -0.275 -0.333 -0.109 -0.654
O 0.390464 -1.094349 -0.727455 3.811 0.697 2.132 -0.635
O -2.113513 -0.756352 -0.491982 0.075 -0.559 -0.559 -0.728
O -2.046565 0.880257 1.113744 -0.164 -0.049 -0.030 -0.715
H -1.412183 -1.237833 -1.003784 -0.890 0.278 0.282 0.494
H -2.439109 1.345774 0.363669 0.068 -0.032 0.028 0.477
H -1.380851 -0.986810 1.429772 -0.034 0.080 -0.069 0.128
H 0.700838 -0.014418 0.995433 -1.677 0.730 -0.574 0.147
H 1.859631 -1.903059 0.744403 0.201 0.158 -0.137 0.220
H 2.522793 -0.194235 0.669380 -1.202 0.540 -0.060 0.206
H 2.471888 -1.128139 -0.814377 0.679 -0.669 0.226 0.213
H -0.517298 1.360505 -1.470106 0.044 0.129 -0.064 0.218
H -0.034900 2.179254 0.034582 0.035 -0.095 -0.013 0.225
H 1.189545 1.461126 -1.039939 0.055 0.009 0.007 0.209

Record 5
16
Properties=species:S:1:pos:R:3:forces:R:3:nbo_charge:R:1 method="wB97M-V/def2-TZVPD" spin_multiplicity=1 total_charge=+1 homo_lumo_gap_ev=8.69 de_lowest_kcal_mol=37.11
C 0.368796 1.149610 0.891399 -0.670 1.078 -1.356 -0.612
C 0.050189 0.351709 -0.448651 0.206 1.570 -0.234 -0.306
C -1.378795 0.843644 -0.949669 0.514 -1.373 -2.728 -0.564
S -2.485436 0.063983 0.191181 -0.826 0.266 0.599 0.488
N -1.481296 -1.337291 0.287546 3.592 2.030 -1.173 -0.693
C -0.120598 -1.090352 -0.031856 -4.980 0.191 -0.444 0.576
N 0.747484 -2.049408 -0.219549 2.145 -0.187 1.562 -0.698
H 0.034951 0.469916 1.646955 -0.236 0.411 1.157 0.213
H -0.125420 2.175726 0.900431 -0.012 -1.669 0.072 0.250
H 1.382958 1.450175 1.052783 0.928 -0.594 -0.149 0.245
H 0.836179 0.425533 -1.252005 -0.831 0.083 0.853 0.266
H -1.584858 1.942023 -1.045683 0.631 -1.023 0.491 0.286
H -1.621228 0.376292 -2.004595 0.646 0.953 1.856 0.247
H -1.915390 -2.013364 0.869299 0.382 -1.337 0.379 0.444
H 1.759843 -1.833609 -0.113670 -0.985 0.279 -0.751 0.437
H 0.596806 -2.901405 0.290281 -0.503 -0.678 -0.132 0.419

Record 6
42
Properties=species:S:1:pos:R:3:forces:R:3:nbo_charge:R:1 method="wB97M-V/def2-TZVPD" spin_multiplicity=1 homo_lumo_gap_ev=8.62 de_lowest_kcal_mol=0.00
C 1.941389 1.983766 1.670936 -0.059 -0.066 -0.097 -0.411
N 1.363176 0.792742 1.089860 0.090 -0.069 0.219 -0.454
C 0.352579 0.239631 1.965661 -0.012 0.014 -0.077 -0.421
C 2.354862 -0.206192 0.726881 0.175 0.053 -0.092 -0.226
C 3.185265 0.174872 -0.501545 -0.376 -0.088 0.015 -0.412
C 2.352633 0.266879 -1.784948 0.379 -0.152 0.081 -0.221
N 1.372312 1.321118 -1.746113 0.019 0.249 -0.163 -0.568
C 0.117681 1.114114 -1.310980 -0.630 0.164 -0.141 0.675
N -0.577573 2.209881 -0.991839 0.161 0.352 0.026 -0.611
C -1.811105 2.051012 -0.539956 -0.134 -0.080 0.082 0.489
N -2.475644 3.164363 -0.215058 -0.246 0.078 0.119 -0.765
C -2.400744 0.746302 -0.405760 1.003 0.172 -0.385 -0.204
N -3.649563 0.560483 0.142440 -0.636 -0.099 0.263 0.525
O -4.302546 1.533679 0.539270 -0.136 -0.100 0.045 -0.462
O -4.116228 -0.583106 0.244866 -0.145 0.029 0.067 -0.467
C -1.581387 -0.342700 -0.872475 -0.269 0.146 0.039 0.505
N -2.040975 -1.597337 -0.892158 -0.363 -0.104 0.265 -0.566
C -1.232514 -2.736373 -1.225742 0.299 -0.373 0.257 -0.249
C -0.996169 -3.632319 -0.007610 -0.180 -0.127 -0.421 -0.064
O -0.121317 -2.967343 0.877768 0.189 0.163 0.185 -0.730
N -0.353902 -0.129893 -1.323244 0.199 -0.266 0.016 -0.636
H 2.462252 1.779245 2.621703 0.022 0.000 0.009 0.162
H 1.145721 2.703580 1.857979 0.010 0.085 0.030 0.206
H 2.650179 2.434902 0.980029 0.065 0.098 0.009 0.190
H -0.074631 -0.648589 1.505421 -0.054 -0.035 0.048 0.225
H 0.755519 -0.035561 2.954032 0.006 -0.019 0.066 0.159
H -0.434472 0.980118 2.108669 -0.076 0.016 0.086 0.197
H 3.042143 -0.408577 1.570628 -0.076 -0.054 0.010 0.161
H 1.813663 -1.128199 0.503466 0.042 -0.049 0.045 0.219
H 3.700750 1.122486 -0.335424 0.130 0.010 -0.004 0.192
H 3.947358 -0.593718 -0.643811 0.089 0.035 -0.004 0.214
H 3.016085 0.442854 -2.638093 -0.091 -0.113 0.036 0.196
H 1.804477 -0.662681 -1.938222 0.154 0.024 -0.107 0.228
H 1.706080 2.262012 -1.598734 -0.124 -0.038 -0.014 0.398
H -1.999969 4.042007 -0.322451 0.064 -0.035 -0.023 0.404
H -3.404783 3.076510 0.179273 0.279 0.084 -0.124 0.436
H -2.960033 -1.739316 -0.475571 0.298 0.191 -0.175 0.437
H -0.276458 -2.360432 -1.591856 -0.097 -0.204 -0.074 0.244
H -1.730957 -3.321727 -2.004821 0.112 0.023 0.017 0.201
H -1.956890 -3.842854 0.482645 0.067 -0.043 -0.067 0.161
H -0.555083 -4.582694 -0.340638 -0.116 0.092 -0.015 0.165
H -0.031188 -3.482938 1.685536 -0.033 0.038 -0.051 0.476

Record 7
18
Properties=species:S:1:pos:R:3:forces:R:3:nbo_charge:R:1 method="wB97M-V/def2-TZVPD" spin_multiplicity=1 total_charge=+1 homo_lumo_gap_ev=9.19 de_lowest_kcal_mol=34.10
C 0.791950 0.512277 -2.000139 -1.780 -2.860 1.341 -0.162
C 1.305209 1.682198 -1.390697 0.713 -0.593 -1.780 -0.235
C 0.111550 -0.310239 -1.103733 1.829 0.544 -2.406 -0.250
C 1.172203 1.632670 -0.102167 -1.600 -2.903 2.836 -0.108
C 0.213912 0.293995 0.252507 -2.406 0.076 0.517 -0.397
C -0.067311 -1.008317 1.221562 1.238 3.019 -2.186 0.770
N 0.773064 -1.283899 2.144433 -1.021 -2.201 0.454 -0.684
O -1.058302 -1.760033 0.975725 0.505 -1.283 1.248 -0.624
Cl -3.350667 -0.544841 -0.528626 -0.501 1.484 0.876 -0.241
H 0.983941 0.241824 -3.006106 -0.013 -0.145 -0.815 0.234
H 1.859993 2.340588 -2.019351 0.014 1.080 0.194 0.258
H -0.027827 -1.397903 -1.342635 -0.375 1.350 0.367 0.240
H 1.199480 2.375202 0.607360 0.571 1.559 1.500 0.218
H -0.724508 0.860858 0.605160 0.805 -0.340 -1.037 0.261
H -3.550137 0.545671 0.245577 0.207 -1.445 -1.010 0.312
H 1.400514 -0.575544 2.297804 2.296 1.482 0.681 0.427
H 0.785597 -2.145986 2.688791 -0.215 0.370 -0.016 0.445
H -1.818661 -1.458521 0.454538 -0.266 0.806 -0.763 0.534